Here is a molecular structure, C23H28Cl5CuN3O6P from the OMol25 dataset. Energies are from ωB97M-V/def2-TZVPD.

Structure (XYZ):
```
67
Properties=species:S:1:pos:R:3:forces:R:3
C 2.363 -2.197 2.626 -0.133 0.051 0.118
H -1.988 2.208 -3.210 0.056 -0.016 0.027
H 4.295 -1.365 2.152 -0.007 0.019 0.011
H -0.887 3.568 -2.937 -0.028 -0.013 0.008
C -1.846 2.775 -1.191 0.069 0.044 0.095
H 5.310 1.359 1.560 0.014 -0.027 -0.015
Cl -6.657 -1.377 -2.914 0.018 0.008 -0.025
C -5.093 -0.095 -4.705 -0.023 0.051 -0.026
O 0.546 0.487 1.926 0.008 0.047 0.013
C -1.217 -2.211 0.534 0.039 -0.038 -0.102
C -1.214 2.595 -2.544 -0.117 0.071 -0.084
H 4.343 -2.727 3.288 0.020 -0.023 0.016
P 1.494 -0.187 1.011 -0.490 0.102 -0.052
C -2.720 -2.219 2.374 0.045 -0.056 -0.005
C -4.085 -0.218 2.756 0.160 -0.115 -0.138
H 4.161 2.324 2.500 -0.022 -0.003 0.016
Cl -4.014 -2.339 -1.568 0.012 0.071 -0.035
C 3.911 1.382 -0.819 0.011 0.061 -0.060
H 3.128 0.911 -1.411 -0.054 0.015 0.003
C 3.407 1.652 0.593 -0.057 -0.016 -0.024
C -3.957 -1.279 -2.935 -0.108 -0.051 0.068
H -0.449 -2.676 -0.071 0.000 -0.001 0.010
C 2.272 2.669 0.584 -0.016 0.147 -0.052
H 4.211 2.314 -1.301 0.021 0.006 0.003
C 2.069 -1.275 3.802 0.072 -0.057 0.166
O -2.828 2.149 -0.824 -0.142 0.023 -0.061
H 2.547 -0.304 3.673 -0.012 -0.036 -0.003
H 0.998 -1.107 3.895 -0.023 0.008 0.006
H 2.446 -1.735 4.718 0.017 0.004 0.012
H 0.338 1.352 -3.399 0.001 0.037 0.111
C 3.861 -2.333 2.392 0.040 -0.031 0.018
H -1.425 -3.865 1.879 -0.013 -0.017 -0.010
N -1.220 3.653 -0.352 0.014 0.031 -0.082
H 1.437 2.327 -0.031 0.135 -0.004 0.085
C -5.130 -0.886 -3.559 -0.054 -0.023 0.019
O 1.750 -1.716 1.421 0.121 -0.128 -0.274
H 4.049 -3.015 1.563 0.006 -0.019 -0.033
H -1.459 3.584 0.624 0.038 -0.018 0.027
O -1.602 -1.169 -2.779 0.331 0.004 0.266
C -2.508 -0.351 0.880 0.034 0.016 0.044
C -2.681 -0.145 -4.610 0.006 0.079 -0.138
H 0.767 2.056 -1.834 -0.041 -0.007 -0.095
Cl -1.145 0.196 -5.327 -0.088 -0.012 -0.020
H 4.981 3.038 1.099 0.016 0.030 0.001
H 2.647 3.610 0.175 -0.011 0.029 0.006
O 2.984 0.400 1.159 0.206 -0.077 0.119
H -2.783 0.647 0.554 0.006 -0.071 0.006
N -1.585 -0.987 0.167 0.005 -0.025 0.079
C -0.050 1.615 -2.412 0.180 -0.053 -0.170
H -0.284 3.946 -0.576 -0.022 -0.013 0.032
C -2.679 -0.865 -3.389 -0.025 -0.011 -0.030
C 1.729 -3.564 2.851 0.055 -0.003 0.098
Cl -6.555 0.442 -5.456 0.023 -0.025 0.011
C 4.536 2.124 1.496 0.016 0.060 -0.036
Cl -3.781 1.185 -6.690 0.000 -0.020 0.026
H 4.770 0.712 -0.787 0.035 -0.038 0.014
H -3.170 -2.684 3.242 -0.007 0.001 -0.005
H 2.166 -4.053 3.725 0.010 0.004 -0.007
O 1.155 -0.235 -0.463 0.264 -0.151 0.023
H 0.657 -3.455 3.012 -0.004 0.024 0.020
C -1.760 -2.870 1.624 -0.067 0.059 0.003
C -3.852 0.252 -5.234 -0.044 0.031 -0.078
Cu -0.515 -0.056 -1.473 -0.311 -0.070 -0.110
H 1.888 -4.198 1.979 0.010 -0.013 -0.039
C -3.097 -0.937 1.994 -0.094 0.078 0.077
H 1.893 2.835 1.591 0.006 -0.005 0.062
N -4.873 0.330 3.385 -0.103 0.073 0.088
```
Forces are in eV/Å.

Summary:
strongest force on any atom: 0.50 eV/A
HOMO level (spin up / spin down): -5.0 / -5.3 eV
energy above the lowest of the compared OMol25 structures with the same formula, charge and spin: 0.0 kcal per mole
frontier orbital gap (spin up / spin down): 7.46 / 7.73 eV
charge: -1
LUMO (spin up / spin down): 0.0903 / 0.0902 Ha
energy: -157608.563 eV
multiplicity: 2